w:
The following is a DFT calculation (ωB97M-V with the def2-TZVPD basis set) of an isolated molecule of C6H10O2.

Structure (ORCA input):
```
! RIJCOSX wB97M-V def2-TZVPD def2/J DEFGRID3
* xyz 0 1
H 1.95608 -1.50086 0.13463
C -0.36091 2.03916 1.67354
H 0.00696 3.06781 1.76523
H -0.33163 -2.24581 -2.21949
O 0.18050 -1.82461 -1.54349
H 0.00482 1.44003 2.53295
H -0.53203 1.32504 -1.77630
O -1.30235 -1.45440 0.03418
H -1.46555 2.00763 1.74804
H 0.94683 -0.98747 1.52557
C 1.05847 -0.91392 0.44135
C 1.25534 0.55802 0.11641
C -0.13464 -1.51105 -0.28852
C -0.71854 1.62852 -0.74115
H 2.10639 0.96089 0.68901
H -1.69302 2.14675 -0.72675
C 0.03031 1.43737 0.33848
H 1.49066 0.68295 -0.94314
*
```

Properties
Gap between HOMO and LUMO ... 10.0 eV
HOMO level ... -9.29 eV

x:
The following is a DFT calculation (ωB97M-V with the def2-TZVPD basis set) of a cluster of 2 separate species, C6H10O2 in total.

Structure (ORCA input):
```
! RIJCOSX wB97M-V def2-TZVPD def2/J DEFGRID3
* xyz 0 1
H 3.17878 0.15076 1.87024
H 2.23736 -1.31919 1.45925
C 2.51596 -0.31639 1.16942
C -1.41934 -1.27653 -1.22092
C -0.52230 1.75220 -0.17561
H -1.41117 -0.43841 -1.90961
C 2.21988 0.05434 -0.03781
H -0.76161 1.63424 -1.23093
H 0.52297 2.00764 -0.01939
C -0.55768 -0.98985 -0.02744
H -1.09451 -2.20979 -1.67577
H -0.58272 0.57312 1.68054
O 2.06604 0.07987 -1.21753
H -2.44390 -1.43386 -0.88187
H -1.02106 2.62950 0.23499
H -1.95464 0.42979 0.65820
O -0.10849 -1.83024 0.69274
C -0.86358 0.50280 0.63148
*
```

Properties
Gap between HOMO and LUMO ... 10.0 eV
HOMO level ... -9.23 eV

y:
The following is a DFT calculation (ωB97M-V with the def2-TZVPD basis set) of an isolated molecule of C6H10O2.

Structure (ORCA input):
```
! RIJCOSX wB97M-V def2-TZVPD def2/J DEFGRID3
* xyz 0 1
H -1.84360 1.11177 -0.99585
H 1.01043 1.97668 -0.01108
C -1.16625 1.23550 -0.04248
O 0.26074 -1.31757 -0.47335
C -1.31158 -1.31343 -0.33201
C 0.66742 -0.22949 0.33598
H 0.47451 0.83202 -1.45708
H 2.54071 -0.38567 -0.86289
O -0.14432 -0.26195 1.39699
H -2.56187 -0.50833 1.13786
C 2.18481 -0.35081 0.27333
C -1.42863 -0.14877 0.74442
C 0.45936 1.22871 -0.36331
H -1.24544 2.22942 0.31674
H -1.61285 -2.37942 0.16436
H 2.71956 -1.14850 0.77365
H -1.76889 -1.07998 -1.32650
H 2.76588 0.50981 0.72123
*
```

Properties
Gap between HOMO and LUMO ... 10.5 eV
HOMO level ... -9.50 eV

Least stable of them? y.